63
Properties=species:S:1:pos:R:3:nbo_charge:R:1 method="wB97M-V/def2-TZVPD" e_lumo_ev=-11.56 multiplicity=1 charge=+3
Ta 0.466 -0.620 0.406 2.631
C -1.308 -1.437 4.334 -0.234
C -2.310 -0.465 4.420 -0.056
C -2.288 0.605 3.552 -0.205
C -1.309 0.704 2.570 0.395
N -0.428 -0.339 2.393 -0.669
C -0.405 -1.347 3.320 0.047
N -1.207 1.906 1.919 -0.434
C -0.349 2.251 1.058 0.519
N 0.514 1.355 0.312 -0.805
C 1.447 2.192 -0.426 0.483
N 2.362 1.797 -1.198 -0.425
C 2.838 0.519 -1.349 0.395
C 3.846 0.334 -2.288 -0.193
C 4.525 -0.864 -2.362 -0.053
C 4.216 -1.880 -1.454 -0.226
C 3.182 -1.683 -0.590 0.066
N 2.450 -0.532 -0.553 -0.691
C 1.155 3.579 -0.092 -0.034
C 1.841 4.724 -0.441 -0.155
C 1.368 5.923 0.080 -0.131
C 0.253 5.961 0.921 -0.141
C -0.422 4.801 1.280 -0.122
C 0.055 3.614 0.757 -0.127
H -1.232 -2.244 5.051 0.277
H -3.067 -0.526 5.192 0.274
H -2.988 1.426 3.633 0.281
H 0.391 -2.070 3.231 0.224
H 4.098 1.179 -2.913 0.280
H 5.319 -0.998 -3.086 0.274
H 4.779 -2.803 -1.417 0.274
H 2.930 -2.436 0.139 0.210
H 2.710 4.688 -1.085 0.257
H 1.875 6.845 -0.166 0.259
H -0.086 6.913 1.307 0.259
H -1.278 4.827 1.941 0.255
C 1.010 -3.780 -0.824 -0.420
N 0.141 -3.073 0.164 -0.543
C 0.219 -3.838 1.443 -0.439
C -1.263 -3.165 -0.344 -0.238
C -2.076 -2.016 0.184 -0.253
N -1.384 -0.773 -0.260 -0.713
C -1.921 -0.118 -1.394 -0.029
C -1.058 0.150 -2.435 0.279
F 0.247 -0.196 -2.225 -0.304
C -1.472 0.702 -3.621 0.376
F -0.590 0.919 -4.582 -0.263
C -2.809 1.027 -3.774 -0.278
C -3.686 0.790 -2.732 0.369
F -4.961 1.102 -2.846 -0.251
C -3.254 0.230 -1.539 0.369
F -4.102 0.038 -0.533 -0.282
H 0.570 -4.754 -1.045 0.242
H 1.995 -3.952 -0.410 0.217
H 1.084 -3.207 -1.748 0.227
H 0.044 -4.897 1.240 0.247
H -0.545 -3.500 2.134 0.221
H 1.208 -3.738 1.892 0.219
H -1.702 -4.125 -0.065 0.248
H -1.237 -3.111 -1.432 0.235
H -2.157 -2.031 1.272 0.227
H -3.084 -2.057 -0.220 0.281
H -3.164 1.473 -4.695 0.295

***

66
Properties=species:S:1:pos:R:3:lowdin_spin:R:1 method="wB97M-V/def2-TZVPD" e_lumo_ev="-5.58 / -4.08" multiplicity=2 charge=+1
Fe -0.800 2.102 -0.677 1.329
N -3.706 3.140 6.552 -0.002
C -3.186 2.655 5.403 -0.002
C -2.918 3.519 4.322 0.000
C -2.396 3.029 3.156 -0.001
C -2.126 1.659 3.044 -0.005
C -2.377 0.789 4.103 -0.002
C -2.903 1.282 5.269 -0.001
S -1.478 1.061 1.582 -0.004
O -1.266 -0.346 1.668 0.002
O -2.326 1.539 0.441 -0.025
N -0.143 1.854 1.122 -0.072
C 1.112 1.273 1.464 -0.006
N 1.988 1.155 0.519 -0.009
C 3.107 0.415 0.778 0.000
C 3.301 -0.050 2.093 0.000
C 2.342 0.236 3.016 -0.002
N 1.218 0.896 2.710 -0.003
H -3.921 4.116 6.651 0.000
H -3.915 2.534 7.323 0.000
H -3.132 4.576 4.416 0.000
H -2.195 3.696 2.327 0.000
H -2.160 -0.265 3.996 0.000
H -3.107 0.611 6.094 0.000
H 4.003 0.855 0.355 -0.001
H 4.194 -0.591 2.366 0.000
H 2.466 -0.071 4.049 0.000
F -0.874 4.200 -0.553 0.013
B -0.378 3.970 -1.882 0.000
F -0.092 5.026 -2.612 0.000
F 0.714 3.040 -1.629 -0.010
F -1.371 3.055 -2.438 0.005
C -3.246 -3.687 -2.288 0.001
C -1.913 -3.944 -2.587 -0.002
C -0.943 -2.993 -2.314 -0.006
C -1.306 -1.786 -1.732 -0.027
C -2.642 -1.528 -1.430 -0.001
C -3.611 -2.480 -1.713 0.000
Sb 0.091 -0.242 -1.395 -0.110
C 1.579 -1.436 -0.413 -0.008
C 2.948 -1.015 -0.443 -0.002
C 3.936 -1.965 -0.082 0.000
C 3.590 -3.154 0.517 -0.003
C 2.248 -3.446 0.706 0.001
C 1.245 -2.613 0.199 -0.006
C 1.079 -0.206 -3.260 -0.025
C 0.672 0.762 -4.180 -0.002
C 1.211 0.778 -5.457 0.000
C 2.161 -0.166 -5.820 -0.001
C 2.566 -1.132 -4.907 -0.002
C 2.025 -1.154 -3.630 -0.006
H -4.000 -4.430 -2.510 0.000
H -1.631 -4.883 -3.044 0.000
H 0.088 -3.192 -2.578 0.000
H -2.931 -0.593 -0.966 0.000
H -4.648 -2.276 -1.484 0.000
H 3.203 -0.436 -1.324 0.000
H 4.977 -1.697 -0.221 0.000
H 4.345 -3.856 0.845 0.000
H 1.968 -4.356 1.220 0.000
H 0.208 -2.921 0.280 0.000
H -0.059 1.513 -3.907 0.000
H 0.892 1.531 -6.166 0.000
H 2.584 -0.153 -6.815 0.000
H 3.300 -1.874 -5.191 0.000
H 2.336 -1.930 -2.942 0.000

***

66
Properties=species:S:1:pos:R:3:nbo_charge:R:1 method="wB97M-V/def2-TZVPD" e_lumo_ev=3.89 multiplicity=1 charge=-2
Rb -0.453 0.117 -0.078 0.946
C 4.229 -0.011 -0.468 -0.638
C 3.709 1.373 -0.725 0.130
N 4.326 2.143 -1.594 -0.438
C 3.827 3.374 -1.841 -0.062
C 2.712 3.873 -1.208 -0.064
C 2.186 5.238 -1.561 -0.097
O 2.341 6.216 -0.519 -0.737
C 2.080 3.085 -0.234 -0.187
C 0.918 3.647 0.500 0.124
N 0.685 3.619 1.754 -0.470
C 1.619 3.060 2.649 0.225
C 2.932 3.527 2.715 -0.255
C 3.809 3.065 3.683 -0.215
C 3.391 2.129 4.621 -0.240
C 2.084 1.660 4.577 -0.246
C 1.215 2.127 3.603 -0.191
I -0.729 1.401 3.548 0.155
C 2.520 1.764 -0.006 0.346
O 1.898 0.929 0.735 -0.831
H 5.212 -0.121 -0.926 0.207
H 3.558 -0.772 -0.881 0.215
H 4.284 -0.208 0.606 0.215
H 4.348 3.972 -2.582 0.165
H 1.136 5.177 -1.856 0.204
H 2.754 5.625 -2.406 0.171
H 1.829 5.921 0.243 0.469
H 0.168 4.166 -0.098 0.226
H 3.260 4.250 1.979 0.224
H 4.825 3.441 3.701 0.201
H 4.071 1.769 5.382 0.198
H 1.739 0.925 5.293 0.213
O -3.285 -3.822 0.382 -0.725
C -2.171 -3.403 0.067 0.780
O -1.788 -2.213 -0.165 -0.831
C -0.982 -4.387 -0.077 -0.843
P 0.516 -3.330 -0.151 0.845
C 1.832 -4.665 -0.066 -0.319
C 2.176 -5.392 1.074 -0.153
C 3.124 -6.405 1.025 -0.242
C 3.755 -6.718 -0.175 -0.233
C 3.438 -5.997 -1.318 -0.226
C 2.492 -4.978 -1.255 -0.207
C 0.642 -2.783 1.606 -0.234
C 1.778 -2.053 1.957 -0.233
C 1.995 -1.645 3.267 -0.207
C 1.074 -1.966 4.253 -0.230
C -0.075 -2.670 3.913 -0.213
C -0.297 -3.065 2.599 -0.254
H -1.075 -4.951 -1.008 0.236
H -0.963 -5.105 0.746 0.218
H 1.700 -5.154 2.020 0.209
H 3.373 -6.952 1.927 0.198
H 4.496 -7.507 -0.215 0.196
H 3.932 -6.218 -2.257 0.199
H 2.265 -4.402 -2.146 0.213
H 2.486 -1.762 1.189 0.231
H 2.865 -1.044 3.501 0.216
H 1.225 -1.633 5.274 0.198
H -0.820 -2.891 4.670 0.201
H -1.215 -3.586 2.357 0.227
F -2.202 2.773 -0.458 -0.583
B -1.919 3.208 -1.775 1.346
F -1.086 2.248 -2.385 -0.584
F -3.106 3.360 -2.507 -0.574
F -1.238 4.454 -1.721 -0.586

***

71
Properties=species:S:1:pos:R:3:mulliken_charge:R:1 method="wB97M-V/def2-TZVPD" e_lumo_ev=-1.05 multiplicity=1 smiles="N#CC[C@](I)(C#N)OB(O)O.O=[N+]([O-])c1ccccc1.O=[N+]([O-])c1ccccc1.O=[N+]([O-])c1ccccc1.O=[N+]([O-])c1ccccc1"
N 2.986 2.116 -5.199 -0.439
C 3.273 0.840 -5.320 0.198
C 3.415 -0.784 -5.650 -0.298
C 1.989 -1.600 -5.449 0.269
I 2.384 -3.564 -4.476 0.156
C 1.279 -1.822 -6.930 0.088
N 0.890 -2.242 -8.087 -0.465
O 1.124 -0.868 -4.511 -0.299
B -0.133 -0.414 -5.138 0.522
O -0.285 0.886 -5.861 -0.517
O -1.376 -1.253 -5.024 -0.475
H 3.747 -0.987 -6.766 0.341
H 4.166 -1.254 -4.856 0.324
H -0.430 0.716 -6.840 0.315
H -1.460 -1.459 -4.029 0.268
O 4.846 -2.716 -1.433 -0.602
N 4.373 -2.120 -0.453 1.008
O 4.665 -0.960 -0.130 -0.584
C 3.405 -2.840 0.383 -0.043
C 3.074 -4.167 0.076 -0.273
C 2.172 -4.855 0.889 -0.518
C 1.602 -4.221 1.995 -0.388
C 1.926 -2.896 2.292 -0.482
C 2.829 -2.199 1.488 -0.336
H 3.509 -4.676 -0.782 0.488
H 1.914 -5.888 0.663 0.390
H 0.903 -4.763 2.629 0.389
H 1.475 -2.408 3.154 0.429
H 3.073 -1.168 1.735 0.554
O 3.738 -0.240 3.111 -0.639
N 3.348 0.929 3.244 1.021
O 2.171 1.257 3.457 -0.609
C 4.347 2.000 3.137 0.132
C 5.682 1.677 2.860 -0.127
C 6.623 2.701 2.736 -0.561
C 6.234 4.033 2.891 -0.357
C 4.905 4.350 3.178 -0.448
C 3.954 3.335 3.302 -0.349
H 6.002 0.645 2.736 0.399
H 7.661 2.462 2.514 0.362
H 6.970 4.828 2.788 0.366
H 4.609 5.390 3.300 0.357
H 2.922 3.599 3.522 0.421
O -1.860 -2.710 -0.681 -0.590
N -2.691 -2.842 -1.591 0.998
O -2.547 -3.589 -2.570 -0.572
C -3.928 -2.057 -1.507 0.035
C -4.116 -1.171 -0.437 -0.465
C -5.284 -0.408 -0.375 -0.159
C -6.256 -0.534 -1.369 -0.582
C -6.070 -1.425 -2.428 -0.417
C -4.905 -2.190 -2.502 -0.419
H -3.369 -1.061 0.346 0.449
H -5.437 0.287 0.448 0.572
H -7.162 0.067 -1.320 0.391
H -6.833 -1.519 -3.198 0.377
H -4.774 -2.878 -3.336 0.431
O -6.198 0.686 2.178 -0.660
N -5.839 1.028 3.314 1.002
O -6.071 0.383 4.347 -0.571
C -5.092 2.285 3.446 0.128
C -4.840 3.065 2.309 -0.152
C -4.151 4.271 2.444 -0.521
C -3.714 4.691 3.701 -0.407
C -3.958 3.907 4.830 -0.454
C -4.649 2.700 4.708 -0.361
H -5.174 2.752 1.322 0.420
H -3.956 4.887 1.568 0.371
H -3.182 5.635 3.802 0.373
H -3.611 4.239 5.807 0.371
H -4.833 2.102 5.598 0.426

***

76
Properties=species:S:1:pos:R:3:mulliken_charge:R:1 method="wB97M-V/def2-TZVPD" e_lumo_ev=-8.06 multiplicity=1 relative_energy_kj_mol=221.5 charge=+2
W -0.037 -0.681 -1.367 2.416
Br -6.071 -1.888 1.789 -0.080
C -4.243 -1.638 1.456 0.424
C -3.331 -1.555 2.515 0.306
Br -3.911 -1.715 4.287 -0.100
C -1.966 -1.341 2.268 -0.391
Br -0.671 -1.139 3.606 -0.092
C -1.564 -1.221 0.960 0.132
O -0.303 -0.944 0.541 0.284
C -2.458 -1.339 -0.091 0.242
O -1.874 -1.140 -1.305 -0.843
C -3.806 -1.523 0.127 -0.336
Br -4.937 -1.645 -1.356 -0.012
C 3.081 -2.346 -1.360 -1.367
O 2.394 -1.259 -0.697 0.814
C 3.245 -0.480 0.095 0.373
C 4.572 -0.781 0.348 -0.816
C 5.287 0.038 1.218 -0.620
Br 7.090 -0.376 1.565 -0.154
C 4.702 1.128 1.829 -0.798
C 3.374 1.443 1.551 0.520
C 2.668 0.638 0.669 0.373
O 1.357 0.872 0.339 0.190
C 2.730 2.557 2.253 -0.049
N 3.025 2.908 3.464 -0.720
C 2.196 3.981 3.753 0.508
C 2.109 4.749 4.912 -0.799
C 1.197 5.784 4.924 -0.529
C 0.382 6.056 3.815 -0.536
C 0.446 5.296 2.663 -1.012
C 1.366 4.255 2.659 0.664
N 1.679 3.287 1.711 0.116
H 3.873 -1.943 -1.989 0.454
H 2.364 -2.859 -1.984 0.408
H 3.493 -3.022 -0.612 0.399
H 5.070 -1.626 -0.097 0.646
H 5.251 1.743 2.527 0.627
H 0.895 1.291 1.087 0.264
H 2.744 4.538 5.762 0.464
H 1.107 6.406 5.804 0.406
H -0.313 6.883 3.866 0.399
H -0.185 5.510 1.811 0.413
H 1.546 3.401 0.719 0.235
C -4.317 1.805 -0.164 -0.852
N -3.665 2.053 -1.447 0.429
C -4.320 2.512 -2.565 -0.393
C -3.390 2.764 -3.513 -0.720
N -2.183 2.468 -2.932 0.461
C -2.339 2.005 -1.675 0.144
S -1.123 1.587 -0.536 -0.436
H -5.277 1.330 -0.346 0.395
H -4.458 2.748 0.361 0.329
H -3.688 1.152 0.432 0.211
H -5.390 2.625 -2.593 0.519
H -3.470 3.109 -4.529 0.511
H -0.753 3.556 -3.506 0.360
C 0.020 -6.202 -3.945 -1.086
C -1.075 -5.704 -3.000 -0.601
C -0.535 -4.742 -1.996 0.316
N -0.465 -3.479 -2.171 -0.891
N 0.125 -2.819 -1.117 0.740
C 0.483 -3.625 -0.112 0.173
N 1.082 -3.267 1.020 -0.054
S 0.130 -5.274 -0.471 -0.143
H -0.402 -6.896 -4.669 0.385
H 0.808 -6.725 -3.401 0.338
H 0.468 -5.371 -4.488 0.299
H -1.547 -6.541 -2.482 0.390
H -1.858 -5.185 -3.553 0.252
H 1.124 -2.292 1.278 -0.132
H 1.246 -3.955 1.738 0.279
O 1.173 0.823 -2.210 -0.587
Se 0.776 0.132 -3.718 0.537
O 1.088 -1.404 -3.057 -0.736
O -0.864 -0.104 -3.116 -0.887
O -0.976 2.611 -3.553 -0.370

***

62
Properties=species:S:1:pos:R:3:lowdin_spin:R:1 method="wB97M-V/def2-TZVPD" e_lumo_ev="2.24 / 2.24" multiplicity=2 charge=-1
Ir 0.316 2.862 1.340 0.877
O 3.686 4.237 2.804 0.018
C 2.617 3.713 2.614 0.006
O 2.268 3.133 1.481 0.044
C 1.495 3.694 3.699 0.000
O 1.787 3.748 4.874 -0.002
O 0.286 3.575 3.231 -0.005
O -3.794 2.753 0.700 0.006
C -2.701 2.555 1.205 0.007
O -1.597 3.074 0.751 0.042
C -2.562 1.590 2.374 0.004
C -2.566 0.142 1.864 0.000
Ge -1.109 -0.360 0.644 0.000
C -1.530 -2.203 0.056 0.000
C -0.574 -3.015 -0.558 0.000
C -0.885 -4.291 -1.007 0.000
C -2.171 -4.789 -0.852 0.000
C -3.136 -4.003 -0.240 0.000
C -2.814 -2.727 0.209 0.000
C -1.147 0.760 -0.985 0.000
C -2.380 0.889 -1.619 0.000
C -2.556 1.701 -2.728 0.000
C -1.474 2.436 -3.186 0.000
C -0.243 2.336 -2.559 0.000
C -0.057 1.464 -1.490 0.000
C 0.580 -0.453 1.633 0.002
C 0.601 -0.085 2.979 0.002
C 1.782 -0.081 3.709 0.000
C 2.969 -0.467 3.106 -0.001
C 2.965 -0.862 1.775 0.000
C 1.782 -0.851 1.050 0.000
H -3.403 1.742 3.053 0.000
H -1.645 1.815 2.919 0.001
H -3.512 -0.056 1.354 0.000
H -2.519 -0.550 2.711 0.000
H 0.440 -2.657 -0.683 0.000
H -0.118 -4.900 -1.472 0.000
H -2.418 -5.784 -1.201 0.000
H -4.144 -4.379 -0.113 0.000
H -3.586 -2.136 0.687 0.000
H -3.237 0.361 -1.214 0.000
H -3.532 1.810 -3.179 0.000
H -1.586 3.125 -4.013 0.000
H 0.604 2.912 -2.922 0.000
H 1.457 2.552 -0.827 0.000
H -0.310 0.233 3.470 0.000
H 1.776 0.259 4.737 0.000
H 3.895 -0.451 3.667 0.000
H 3.888 -1.163 1.295 0.000
H 1.814 -1.132 0.005 0.000
O 0.871 1.850 -0.510 -0.001
N 1.485 -0.200 -2.328 0.000
C 2.810 -0.116 -2.404 0.000
C 3.577 -1.029 -3.116 0.000
C 2.930 -2.068 -3.766 0.000
C 1.549 -2.152 -3.693 0.000
C 0.867 -1.182 -2.970 0.000
H 3.271 0.690 -1.840 0.000
H 4.654 -0.930 -3.145 0.000
H 3.497 -2.809 -4.316 0.000
H 1.004 -2.949 -4.181 0.000
H -0.217 -1.179 -2.878 0.000